1.
Computed, not measured: a structure of composition C23H29N3OSSe2Zr, with wB97M-V/def2-TZVPD.

```
! wB97M-V def2-TZVPD RIJCOSX def2/J DEFGRID3
* xyz 4 1
Zr 0.06 0.35 0.16
C 1.89 1.76 3.96
C 0.79 2.23 4.68
C -0.49 2.05 4.17
C -0.65 1.41 2.97
N 0.41 0.96 2.25
C 1.66 1.14 2.76
C -1.97 1.14 2.34
C -3.19 1.44 2.90
C -4.34 1.12 2.19
C -4.26 0.51 0.95
C -3.01 0.24 0.43
N -1.89 0.54 1.13
C -2.76 -0.38 -0.90
C -3.75 -0.93 -1.68
C -3.40 -1.47 -2.92
C -2.08 -1.43 -3.33
C -1.14 -0.88 -2.50
N -1.46 -0.36 -1.29
H 2.90 1.88 4.33
H 0.94 2.74 5.63
H -1.35 2.41 4.73
H 2.48 0.75 2.17
H -3.26 1.92 3.87
H -5.31 1.34 2.62
H -5.16 0.27 0.40
H -4.77 -0.96 -1.35
H -4.16 -1.92 -3.55
H -1.78 -1.84 -4.29
H -0.10 -0.83 -2.79
C 4.10 0.41 -0.06
Se 2.50 0.12 -1.14
C 2.62 -1.84 -1.33
C 2.32 -2.61 -0.07
Se 0.49 -2.33 0.59
C 0.79 -2.64 2.50
H 4.95 0.22 -0.72
H 4.11 -0.25 0.80
H 4.11 1.46 0.24
H 3.63 -2.04 -1.68
H 1.95 -2.09 -2.15
H 2.98 -2.36 0.76
H 2.40 -3.68 -0.26
H 1.09 -3.67 2.59
H -0.17 -2.49 3.00
H 1.55 -1.96 2.88
O 0.08 2.13 -0.66
S -0.37 3.52 -1.35
C 0.96 4.67 -0.90
C 2.06 4.47 -1.93
C 1.33 4.38 -3.27
C 0.20 3.36 -3.08
H 1.20 4.48 0.15
H 0.50 5.66 -0.97
H 2.62 3.55 -1.73
H 2.77 5.30 -1.90
H 1.97 4.07 -4.09
H 0.91 5.35 -3.53
H 0.54 2.33 -3.15
H -0.67 3.50 -3.73
*
```

Properties
HOMO: -20.7 eV
HOMO-LUMO gap: 7.5 eV
E_LUMO: -13.1976 eV

***

2.
Computed, not measured: a structure of composition C21H17GaN5O5S2 in a non-equilibrium geometry, with wB97M-V/def2-TZVPD.

```
! wB97M-V def2-TZVPD RIJCOSX def2/J DEFGRID3
* xyz 3 1
Ga -5.54 15.03 10.35
O -2.43 15.84 13.18
C -3.60 15.39 12.66
O -3.71 14.29 12.07
C -4.65 16.45 12.72
C -4.75 17.52 13.60
C -5.53 18.60 13.33
C -6.21 18.60 12.13
C -6.22 17.53 11.28
N -5.45 16.44 11.60
C -6.81 17.44 10.00
O -7.35 18.59 9.56
O -6.73 16.33 9.34
H -1.79 15.10 13.14
H -4.09 17.44 14.50
H -5.66 19.40 14.06
H -6.78 19.50 11.91
H -7.14 19.38 10.21
S -7.97 9.49 6.34
N -6.51 10.14 6.39
C -6.47 11.04 7.42
C -5.36 11.96 7.72
C -4.14 12.06 6.96
C -3.24 13.08 7.36
C -3.51 13.93 8.44
N -4.72 13.89 9.07
C -5.63 12.87 8.76
C -6.80 12.83 9.61
N -6.90 13.68 10.68
C -7.95 13.55 11.54
C -8.88 12.53 11.39
C -8.83 11.64 10.31
C -7.79 11.83 9.37
C -7.75 11.08 8.15
N -8.72 10.29 7.67
H -3.92 11.33 6.12
H -2.22 13.04 6.99
H -2.69 14.56 8.81
H -8.00 14.15 12.42
H -9.70 12.50 12.09
H -9.52 10.79 10.17
C 0.01 11.25 9.47
S 0.80 12.72 8.79
C 1.66 13.43 10.26
O -0.22 13.69 8.47
H -0.49 11.61 10.38
H 0.78 10.45 9.72
H -0.70 10.91 8.69
H 0.84 13.87 10.86
H 2.29 14.22 9.90
H 2.19 12.60 10.80
*
```

Properties
HOMO: -15.0 eV
ΔE to the lowest compared entry with this formula, charge and spin: 75.02 kcal per mole
HOMO-LUMO gap: 3.4 eV
E_LUMO: -11.6237 eV

***

3.
Computed, not measured: a structure of composition C38H84N2O18P4Ti2 in a non-equilibrium geometry, with wB97M-V/def2-TZVPD.

```
! wB97M-V def2-TZVPD RIJCOSX def2/J DEFGRID3
* xyz 0 7
Ti -3.71 -1.46 -1.07
Ti -2.18 -0.45 -4.08
C -6.25 0.10 -4.70
C -5.24 0.14 -3.55
C -5.89 0.78 -2.35
O -4.46 -1.05 -3.32
H -6.87 0.99 -4.79
H -6.97 -0.71 -4.61
H -5.70 -0.24 -5.58
H -4.53 0.85 -3.96
H -6.56 0.14 -1.76
H -6.46 1.66 -2.64
H -5.16 0.92 -1.55
C -1.99 0.72 -0.33
C -0.88 -0.08 -1.04
C 0.01 -0.86 -0.05
O -1.42 -1.04 -1.90
H -1.57 1.53 0.26
H -2.71 0.16 0.27
H -2.65 1.17 -1.07
H -0.24 0.65 -1.54
H -0.77 -1.19 0.64
H 0.49 -0.07 0.54
H 0.75 -1.51 -0.53
C -3.24 3.99 -2.09
C -3.33 4.25 -3.60
O -2.01 4.33 -4.23
P -1.02 3.02 -4.36
O -1.68 1.70 -4.57
O -0.13 3.47 -5.58
C -0.52 3.45 -6.88
C -0.26 2.07 -7.60
O -0.04 3.04 -2.98
C 0.59 4.21 -2.53
C 1.77 3.60 -1.76
H -2.39 3.34 -1.88
H -3.13 4.77 -1.33
H -4.08 3.36 -1.80
H -3.93 3.53 -4.15
H -3.83 5.21 -3.73
H -1.53 3.85 -6.99
H 0.10 4.21 -7.37
H -0.02 2.26 -8.64
H 0.55 1.48 -7.18
H -1.18 1.50 -7.48
H 0.95 4.83 -3.35
H 0.04 4.94 -1.95
H 2.38 2.92 -2.36
H 2.44 4.39 -1.42
H 1.53 2.97 -0.90
C 7.68 2.11 5.54
C 6.52 1.89 4.52
O 6.70 2.73 3.43
P 5.51 3.01 2.31
O 4.99 4.37 2.45
O 6.29 2.73 0.85
C 6.97 1.43 0.75
C 8.41 1.36 1.26
O 4.47 1.78 2.55
C 3.13 1.89 2.07
C 2.36 2.10 3.42
H 7.73 3.15 5.88
H 7.62 1.43 6.40
H 8.67 2.06 5.10
H 6.31 0.85 4.28
H 5.62 2.14 5.09
H 6.34 0.79 1.37
H 7.02 0.98 -0.25
H 8.74 0.32 1.35
H 9.02 1.77 0.46
H 8.69 1.77 2.23
H 3.09 2.77 1.42
H 2.80 0.98 1.58
H 1.29 2.13 3.23
H 2.61 1.25 4.06
H 2.51 3.02 3.99
C 7.86 -2.15 2.59
C 6.72 -3.02 3.07
O 5.42 -2.40 3.00
P 4.11 -3.29 3.14
O 4.25 -4.25 4.31
O 2.88 -2.26 3.32
C 1.57 -2.69 3.18
C 0.72 -1.47 3.54
O 3.92 -4.02 1.65
C 3.85 -3.14 0.53
C 3.82 -3.97 -0.70
H 8.84 -2.62 2.65
H 7.74 -1.99 1.52
H 8.00 -1.18 3.06
H 6.62 -4.03 2.67
H 6.89 -3.17 4.13
H 1.30 -3.06 2.19
H 1.31 -3.46 3.90
H 1.05 -0.99 4.46
H 0.82 -0.75 2.72
H -0.35 -1.64 3.70
H 2.93 -2.57 0.64
H 4.76 -2.57 0.37
H 4.66 -4.66 -0.76
H 3.00 -4.68 -0.75
H 3.87 -3.41 -1.63
C -6.56 2.77 0.17
C -5.33 2.22 0.84
O -5.61 1.55 2.04
P -5.36 -0.05 2.21
O -5.02 -0.84 1.01
O -4.19 -0.07 3.35
C -2.92 0.50 3.07
C -2.27 1.23 4.30
O -6.57 -0.58 3.06
C -6.53 -1.79 3.71
C -6.99 -2.85 2.74
H -7.12 1.99 -0.34
H -7.24 3.23 0.89
H -6.37 3.53 -0.59
H -4.62 1.72 0.19
H -4.70 3.08 1.07
H -2.23 -0.19 2.58
H -3.05 1.31 2.35
H -2.74 2.16 4.62
H -2.34 0.48 5.10
H -1.21 1.44 4.18
H -5.63 -2.03 4.28
H -7.18 -1.62 4.57
H -6.92 -3.78 3.31
H -8.06 -2.68 2.70
H -6.57 -2.82 1.74
N -1.79 -3.90 0.21
C -2.30 -3.45 1.37
C -3.66 -3.50 1.25
C -4.00 -4.06 0.04
C -2.79 -4.24 -0.68
H -0.82 -3.95 -0.08
H -1.67 -3.09 2.18
H -4.43 -3.16 1.93
H -4.99 -4.34 -0.31
H -2.66 -4.60 -1.69
N 0.26 -3.36 -3.50
C 0.75 -2.70 -4.62
C 1.24 -3.72 -5.44
C 1.14 -4.91 -4.79
C 0.55 -4.72 -3.59
H -0.36 -2.87 -2.87
H 0.52 -1.65 -4.66
H 1.77 -3.63 -6.37
H 1.52 -5.84 -5.19
H 0.41 -5.40 -2.77
*
```

Properties
HOMO (spin up / spin down): -4.2 / -7.8 eV
HOMO-LUMO gap (spin up / spin down): 4.5 / 8.0 eV
E_LUMO (spin up / spin down): 0.3097 / 0.2687 eV

***

4.
Computed, not measured: the molecule C28H26N6O2S2 in a non-equilibrium geometry, with wB97M-V/def2-TZVPD.

```
! wB97M-V def2-TZVPD RIJCOSX def2/J DEFGRID3
* xyz 0 1
C -0.16 3.22 -3.39
C -0.42 2.76 -4.83
O 0.48 1.77 -5.27
C 0.39 0.51 -4.75
C -0.66 0.02 -3.98
C -0.61 -1.27 -3.49
C 0.47 -2.11 -3.75
N 0.53 -3.41 -3.23
C 1.62 -3.65 -2.30
C 1.45 -2.78 -1.10
N 0.56 -2.98 -0.17
N 0.55 -1.92 0.65
C 1.43 -1.07 0.20
S 1.79 0.47 0.92
C 0.12 0.76 1.57
C -0.85 0.85 0.42
O -0.53 0.93 -0.74
N -2.18 0.83 0.76
C -2.75 0.79 2.00
N -2.15 0.88 3.13
C -3.01 0.82 4.19
C -2.47 0.90 5.54
C -3.30 0.98 6.66
C -2.75 1.06 7.93
C -1.38 1.05 8.10
C -0.55 0.98 6.99
C -1.09 0.90 5.72
C -4.32 0.69 3.83
S -4.50 0.63 2.12
N 2.04 -1.55 -0.92
C 2.98 -0.87 -1.73
C 2.65 0.39 -2.21
C 3.56 1.05 -3.02
C 4.77 0.47 -3.34
C 5.09 -0.79 -2.85
C 4.20 -1.46 -2.03
C 1.49 -1.63 -4.57
C 1.46 -0.34 -5.06
H 0.86 3.58 -3.31
H -0.30 2.40 -2.69
H -0.84 4.02 -3.14
H -0.26 3.59 -5.52
H -1.46 2.42 -4.94
H -1.51 0.63 -3.74
H -1.43 -1.64 -2.88
H -0.35 -3.66 -2.78
H 2.57 -3.44 -2.80
H 1.59 -4.70 -2.00
H -0.14 -0.06 2.23
H 0.14 1.69 2.14
H -2.81 0.83 -0.03
H -4.37 0.99 6.54
H -3.40 1.12 8.79
H -0.95 1.11 9.09
H 0.53 0.97 7.12
H -0.45 0.84 4.86
H -5.19 0.61 4.45
H 1.70 0.82 -1.97
H 3.31 2.03 -3.40
H 5.47 0.99 -3.97
H 6.04 -1.24 -3.09
H 4.44 -2.43 -1.63
H 2.33 -2.27 -4.81
H 2.25 0.03 -5.68
*
```

Properties
HOMO: -7.6 eV
ΔE to the lowest compared entry with this formula, charge and spin: 1.77 kcal per mole
HOMO-LUMO gap: 8.0 eV
E_LUMO: 0.3505 eV

***

Values of calculated total energy, in order: -6380.12820; -4180.65538; -6026.57618; -2358.00482, all in Ha.